(1)
# H22O11

A 11-piece molecular cluster, H22O11 overall at a distorted geometry (the ωB97M-V functional and the def2-TZVPD basis, the Open Molecules 2025 dataset).

**Energy above the lowest of the compared OMol25 structures with the same formula, charge and spin**: 46.2 kcal/mol
**Orbital gap**: 10.26 eV
**Structure (SMILES)**: O.O.O.O.O.O.O.O.O.O.O
**Energy**: -840.80657 Ha
**2S+1**: 1

Bonds (Å) are listed after each position.
Element x y z (Å)
1 O -1.913 -1.806 0.324  H2 0.950, H3 0.954
2 H -2.470 -1.733 -0.442  O1 0.950
3 H -2.415 -2.348 0.928  O1 0.954
4 O -1.674 2.626 0.422  H5 0.950, H6 0.928
5 H -1.310 1.764 0.258  O4 0.950
6 H -1.184 3.051 1.086  O4 0.928
7 O 0.516 -0.279 -2.364  H8 0.981, H9 0.972
8 H 0.906 -0.538 -3.226  O7 0.981
9 H 0.738 -1.016 -1.771  O7 0.972
10 O -0.664 -3.777 -0.969  H11 0.983, H12 0.953
11 H -1.014 -3.057 -0.398  O10 0.983
12 H 0.037 -3.277 -1.377  O10 0.953
13 O 3.561 1.204 -0.681  H14 0.948, H15 0.945
14 H 4.378 1.684 -0.677  O13 0.948
15 H 2.824 1.749 -0.452  O13 0.945
16 O -0.174 0.452 0.574  H17 0.964, H18 0.978
17 H 0.393 0.533 -0.201  O16 0.964
18 H -0.462 -0.482 0.532  O16 0.978
19 O 1.502 -2.099 -0.673  H20 0.975, H21 0.957
20 H 1.485 -2.422 0.247  O19 0.975
21 H 2.425 -1.847 -0.707  O19 0.957
22 O -2.049 0.186 2.882  H23 0.914, H24 0.979
23 H -2.024 0.243 1.970  O22 0.914
24 H -2.870 -0.337 2.988  O22 0.979
25 O 1.469 3.094 -0.082  H26 0.970, H27 0.942
26 H 1.834 3.961 -0.318  O25 0.970
27 H 0.975 3.198 0.713  O25 0.942
28 O 0.384 2.531 -2.915  H29 0.950, H30 0.984
29 H 0.531 1.687 -2.504  O28 0.950
30 H -0.108 3.115 -2.295  O28 0.984
31 O -0.911 -2.074 3.257  H32 0.974, H33 0.941
32 H -1.455 -2.748 2.811  O31 0.974
33 H -1.262 -1.225 3.055  O31 0.941

Löwdin atomic charge list, values in e, 5 entries: -0.0182, 0.0875, 0.0679, -0.0343, -0.0314

(2)
# H22O11

A 11-piece molecular cluster, H22O11 overall (the ωB97M-V functional and the def2-TZVPD basis, the Open Molecules 2025 dataset).

**Energy above the lowest of the compared OMol25 structures with the same formula, charge and spin**: 59.2 kcal/mol
**Orbital gap**: 11.57 eV
**Structure (SMILES)**: O.O.O.O.O.O.O.O.O.O.O
**Energy**: -840.78580 Ha
**2S+1**: 1

Bonds (Å) are listed after each position.
Element x y z (Å)
1 O -5.853 -3.786 3.172  H2 0.957, H3 0.957
2 H -6.338 -3.220 3.773  O1 0.957
3 H -5.459 -3.184 2.541  O1 0.957
4 O -2.421 -3.242 -3.962  H5 0.957, H6 0.957
5 H -1.795 -3.463 -3.273  O4 0.957
6 H -2.001 -3.535 -4.771  O4 0.957
7 O 0.102 3.804 3.819  H8 0.957, H9 0.957
8 H 0.526 4.073 4.634  O7 0.957
9 H -0.492 3.100 4.079  O7 0.957
10 O -0.478 7.142 0.480  H11 0.957, H12 0.957
11 H -0.033 7.943 0.756  O10 0.957
12 H -0.310 6.518 1.185  O10 0.957
13 O 0.128 -5.582 -0.811  H14 0.957, H15 0.957
14 H 0.148 -5.713 0.137  O13 0.957
15 H 0.781 -4.901 -0.973  O13 0.957
16 O -4.813 -0.635 -0.526  H17 0.957, H18 0.957
17 H -5.271 0.067 -0.989  O16 0.957
18 H -4.718 -1.330 -1.178  O16 0.957
19 O 1.064 1.546 -4.244  H20 0.957, H21 0.957
20 H 1.150 1.117 -5.095  O19 0.957
21 H 0.495 0.966 -3.739  O19 0.957
22 O 3.448 0.225 3.795  H23 0.957, H24 0.957
23 H 3.370 0.771 3.013  O22 0.957
24 H 4.211 0.572 4.256  O22 0.957
25 O 5.228 1.671 -0.589  H26 0.957, H27 0.957
26 H 4.777 1.877 -1.408  O25 0.957
27 H 5.938 2.311 -0.538  O25 0.957
28 O 3.432 -2.333 -1.297  H29 0.957, H30 0.957
29 H 4.142 -1.758 -1.012  O28 0.957
30 H 2.635 -1.825 -1.147  O28 0.957
31 O -0.282 0.046 -0.232  H32 0.957, H33 0.957
32 H -1.202 -0.132 -0.037  O31 0.957
33 H -0.108 0.891 0.184  O31 0.957

Löwdin atomic charge list, values in e, 5 entries: -0.0536, 0.0275, 0.0255, -0.0551, 0.0246

(3)
# H22O11

A 11-piece molecular cluster, H22O11 overall (the ωB97M-V functional and the def2-TZVPD basis, the Open Molecules 2025 dataset).

**Energy above the lowest of the compared OMol25 structures with the same formula, charge and spin**: 33.2 kcal/mol
**Orbital gap**: 10.26 eV
**Structure (SMILES)**: O.O.O.O.O.O.O.O.O.O.O
**Energy**: -840.82725 Ha
**2S+1**: 1

Bonds (Å) are listed after each position.
Element x y z (Å)
1 O -1.194 2.714 2.408  H2 0.968, H3 0.964
2 H -0.781 2.879 1.548  O1 0.968
3 H -1.501 3.580 2.701  O1 0.964
4 O -2.235 -2.178 1.511  H5 0.968, H6 0.963
5 H -1.383 -1.912 1.136  O4 0.968
6 H -2.876 -1.599 1.086  O4 0.963
7 O 1.822 2.641 0.787  H8 0.966, H9 0.965
8 H 1.731 1.714 1.042  O7 0.966
9 H 2.135 3.079 1.588  O7 0.965
10 O 1.816 0.223 -1.732  H11 0.967, H12 0.975
11 H 2.341 0.261 -0.920  O10 0.967
12 H 2.170 -0.550 -2.210  O10 0.975
13 O -0.283 -3.131 -2.231  H14 0.966, H15 0.964
14 H -0.150 -3.404 -3.149  O13 0.966
15 H -0.853 -2.355 -2.286  O13 0.964
16 O -0.020 -0.310 0.469  H17 0.970, H18 0.976
17 H -0.525 0.503 0.312  O16 0.970
18 H 0.527 -0.417 -0.331  O16 0.976
19 O 0.506 2.491 -2.794  H20 0.979, H21 0.963
20 H 0.934 1.692 -2.424  O19 0.979
21 H 0.993 3.228 -2.411  O19 0.963
22 O 1.614 -2.056 2.289  H23 0.968, H24 0.963
23 H 1.048 -1.515 1.720  O22 0.968
24 H 1.207 -2.929 2.286  O22 0.963
25 O -2.406 1.085 -0.685  H26 0.965, H27 0.963
26 H -2.672 1.853 -1.205  O25 0.965
27 H -2.394 0.357 -1.316  O25 0.963
28 O -2.469 0.439 3.403  H29 0.960, H30 0.964
29 H -2.456 1.164 4.032  O28 0.960
30 H -1.918 0.756 2.678  O28 0.964
31 O 2.606 -2.439 -2.543  H32 0.972, H33 0.963
32 H 1.722 -2.525 -2.148  O31 0.972
33 H 2.944 -3.338 -2.611  O31 0.963

Löwdin atomic charge list, values in e, 5 entries: -0.0501, 0.0338, 0.0542, -0.0603, -0.0086

Question: Which value of 2S+1 does entry 3 give?
Answer: 1